No. 1
Molecular formula: C16H37NO10
Method: DFT, ωB97M-V/def2-TZVPD

The geometry in ORCA input format:
```
! RIJCOSX wB97M-V def2-TZVPD def2/J DEFGRID3
* xyz 0 1
C -2.19830 -2.39316 6.07788
C -2.41442 -2.00670 4.57992
O -3.01994 -0.69818 4.58993
C -1.08850 -1.83671 3.82905
N -0.46983 -3.14199 3.43991
O 0.09328 -3.73685 4.59673
C 0.66291 -2.77019 2.63020
O 0.57934 -2.71390 1.49130
O 1.82355 -2.44719 3.28165
H -1.14208 -2.51538 6.31972
H -2.60269 -1.58918 6.69713
H -2.77986 -3.28001 6.34803
H -3.07348 -2.71666 4.08481
H -2.32657 -0.12639 4.94473
H -0.34740 -1.27841 4.42797
H -1.24868 -1.26189 2.91139
H -0.58238 -4.32001 4.96376
H 1.88254 -1.48234 3.30013
C -1.14601 0.00919 -0.76594
O -1.48945 1.33630 -0.41431
C -1.95270 2.14886 -1.47541
C -3.33577 2.73304 -1.22886
O -4.41200 1.82394 -1.06318
C -4.41755 0.94890 0.05670
C -4.46158 1.57095 1.44578
O -3.31400 2.34341 1.75814
C -3.56786 3.67783 2.14925
H -0.06114 -0.06762 -0.88491
H -1.44772 -0.65088 0.04999
H -1.64025 -0.32761 -1.67991
H -1.93708 1.60935 -2.42763
H -1.25396 2.98962 -1.56710
H -3.59022 3.30717 -2.12571
H -3.32501 3.46250 -0.41895
H -3.60355 0.22721 -0.02222
H -5.33584 0.36338 -0.04632
H -4.50410 0.75173 2.17261
H -5.37817 2.16029 1.55672
H -4.52206 4.04851 1.76545
H -2.77356 4.30661 1.74023
H -3.54863 3.75958 3.23946
C 5.16701 -2.11142 -4.98655
O 4.98063 -0.73633 -4.71501
C 3.93355 -0.11225 -5.43560
C 2.88176 0.54221 -4.55139
O 2.15530 -0.29219 -3.66387
C 2.83968 -0.95017 -2.60690
C 3.52468 -0.08437 -1.55993
O 4.58718 0.69773 -2.07801
C 4.48998 2.08828 -1.84164
H 5.99127 -2.24078 -5.69446
H 5.43602 -2.61216 -4.05456
H 4.26584 -2.58527 -5.38321
H 3.45483 -0.81275 -6.12737
H 4.39022 0.68086 -6.04014
H 2.12612 0.95175 -5.22973
H 3.28357 1.40499 -4.02039
H 3.52390 -1.69837 -3.00886
H 2.06752 -1.51830 -2.07956
H 3.95671 -0.75619 -0.80989
H 2.78068 0.54210 -1.05526
H 3.45764 2.41081 -1.68054
H 4.87140 2.60811 -2.72341
H 5.10523 2.36662 -0.98180
*
```

For the highest occupied orbital energy, the calculation gives -8.98 eV. Its SMILES is C[C@@H](O)CN(O)C(=O)O.COCCOCCOC.COCCOCCOC. The value obtained for the HOMO-LUMO gap is 0.3460 hartree.

Here are the Mulliken charges for atoms 1 to 4, given in e: number 1, C, carries -1.3013; number 2, C, carries 0.1561; number 3, O, carries -0.5028; number 4, C, carries -0.8223



No. 2
Molecular formula: C5H10N2O3S
Method: DFT, ωB97M-V/def2-TZVPD

The geometry in ORCA input format:
```
! RIJCOSX wB97M-V def2-TZVPD def2/J DEFGRID3
* xyz 0 3
C -1.16208 -1.00477 0.94712
C -1.41462 0.31954 0.95368
C -0.02458 -0.15282 -0.74214
C 0.24642 -2.58512 -0.39728
C -0.34848 2.23007 -0.26492
N -0.44580 -1.33442 -0.15564
N -0.74946 0.87264 -0.20693
O 1.92171 -0.75399 1.31720
O 3.00126 -0.39300 -0.80284
O 2.37888 1.71370 0.41226
S 1.93196 0.04448 0.11350
H -1.40165 -1.64591 1.73615
H -2.06503 0.78399 1.62120
H 0.34421 -0.32971 -1.82509
H 1.37909 -2.25846 -0.20233
H -0.15465 -3.43466 0.27716
H 0.22442 -3.05417 -1.31704
H -0.39242 2.54385 -1.32835
H -0.86466 2.91349 0.57234
H 0.67719 2.40567 -0.11066
H 3.06870 1.80791 0.98410
*
```

The expectation value of S² is 2.009. For the highest occupied orbital energy (spin up / spin down), the calculation gives -4.57 / -9.81 eV. For the energy above the lowest of the compared OMol25 structures with the same formula, charge and spin, the calculation gives 1.138 eV. The value obtained for the HOMO-LUMO gap (spin up / spin down) is 0.1966 / 0.2803 hartree.

Here are the Mulliken charges for atoms 1 to 4, given in e: number 1, C, carries -0.3291; number 2, C, carries -0.4099; number 3, C, carries -0.7502; number 4, C, carries -0.6637



No. 3
Molecular formula: C7H21N2Si
Method: DFT, ωB97M-V/def2-TZVPD

The geometry in ORCA input format:
```
! RIJCOSX wB97M-V def2-TZVPD def2/J DEFGRID3
* xyz 1 1
C 0.51853 -3.80340 0.41601
C 0.40538 -2.24615 0.47572
N 1.18942 -1.73562 1.56216
C 1.40636 -0.30384 1.44134
C 0.19059 0.48327 1.72604
N -0.96896 0.59760 0.74181
Si -0.59433 1.73878 -0.90616
C 0.21492 0.55359 -2.15829
C -2.39712 1.48490 -1.46885
C 0.49032 3.20442 -0.50715
H -0.42553 -4.27390 0.41727
H 1.09140 -4.20302 1.35665
H 1.19245 -3.96459 -0.48812
H 0.59180 -1.72784 -0.46260
H -0.59862 -1.98865 0.84270
H 2.09540 -2.11482 1.52319
H 2.04989 -0.06528 2.29438
H 1.90351 0.11665 0.50586
H -0.27089 0.08915 2.64163
H 0.34715 1.58881 1.77629
H -1.45484 -0.30632 0.45296
H -1.65076 1.16399 1.19243
H -0.11753 0.82883 -3.14788
H 1.24290 0.65221 -2.19200
H -0.26023 -0.48448 -2.00264
H -3.06162 1.01373 -0.69607
H -2.28936 0.78947 -2.30023
H -2.93806 2.35074 -1.86071
H 0.48256 3.64369 0.45453
H 1.48843 2.90335 -0.59969
H 0.12684 4.01473 -1.03058
*
```

For the highest occupied orbital energy, the calculation gives -12.78 eV. Its SMILES is CCNCC[NH2+][Si](C)(C)C. For the energy above the lowest of the compared OMol25 structures with the same formula, charge and spin, the calculation gives 0.000 eV. The value obtained for the HOMO-LUMO gap is 0.3645 hartree.

Here are the Mulliken charges for atoms 1 to 4, given in e: number 1, C, carries -1.1302; number 2, C, carries 0.2269; number 3, N, carries -0.4159; number 4, C, carries -0.4608



No. 4
Molecular formula: C35H36GeN5O5S2SbV
Method: DFT, ωB97M-V/def2-TZVPD

The geometry in ORCA input format:
```
! RIJCOSX wB97M-V def2-TZVPD def2/J DEFGRID3
* xyz -2 2
V 0.06005 -1.90849 0.46263
C 3.70400 -2.21054 2.66056
C 3.49319 -2.62491 1.24834
N 2.35094 -2.76070 0.61013
C 2.67335 -3.07640 -0.69470
C 4.03147 -3.17155 -0.83103
N 4.52133 -2.88587 0.40924
C 4.99213 -3.52562 -1.90653
O 4.50636 -3.86041 -3.06835
O 6.18482 -3.50141 -1.66704
C 1.59934 -3.12741 -1.73133
O 1.86854 -3.58319 -2.86346
O 0.47261 -2.65779 -1.39629
H 2.74946 -1.98014 3.11919
H 4.31570 -1.30570 2.69410
H 4.20034 -2.99656 3.23620
H 5.50509 -2.84281 0.60576
H 3.46488 -3.81113 -3.06278
S -0.71734 -4.19100 0.96406
C -0.03610 -4.36591 2.55112
C 0.15568 -5.70998 3.05760
N 0.31065 -6.78416 3.44305
C 0.27230 -3.31979 3.33867
S 0.05602 -1.64982 2.82236
C 0.77653 -3.54807 4.67062
N 1.19350 -3.68906 5.73697
C -1.66329 -0.95428 0.32833
Ge -2.26189 -0.18885 -1.31611
C -1.39920 1.50892 -1.81735
C -1.97977 2.71013 -1.39843
C -1.36205 3.93221 -1.64482
C -0.14322 3.97096 -2.31498
C 0.45546 2.78461 -2.72331
C -0.16352 1.56551 -2.46823
C -4.17200 0.30995 -1.27578
C -4.92790 0.21376 -0.10607
C -6.26968 0.58999 -0.08293
C -6.87761 1.06680 -1.23884
C -6.13840 1.16428 -2.41602
C -4.79990 0.78896 -2.42923
C -2.12030 -1.56073 -2.70597
C -2.70479 -2.79054 -2.38218
C -2.52667 -3.90190 -3.19661
C -1.75299 -3.79969 -4.34851
C -1.17460 -2.58413 -4.68604
C -1.36250 -1.47381 -3.87147
H -2.15177 -0.56397 1.21384
H -2.92997 2.69136 -0.87092
H -1.82800 4.85074 -1.30583
H 0.34908 4.91900 -2.50224
H 1.41149 2.81045 -3.23568
H 0.34370 0.64780 -2.74594
H -4.45931 -0.16356 0.80044
H -6.83915 0.51094 0.83812
H -7.92098 1.35882 -1.22569
H -6.60785 1.53488 -3.32203
H -4.23105 0.87189 -3.35319
H -3.26852 -2.88879 -1.45920
H -2.95851 -4.85443 -2.91288
H -1.58305 -4.67236 -4.96795
H -0.54145 -2.51336 -5.56210
H -0.88574 -0.53681 -4.14063
C 1.43427 4.90508 3.83742
C 2.42367 3.73238 3.90333
Sb 2.16891 2.05175 2.47615
C 0.13044 2.56132 1.99401
C -0.84597 2.12634 3.09434
C 3.16446 3.09514 0.85099
C 2.68336 4.50633 0.49715
H 1.65680 5.67117 4.59407
H 0.40743 4.57242 4.01042
H 1.45290 5.39885 2.86313
H 2.39220 3.27366 4.89764
H 3.45235 4.08714 3.75544
H -0.08430 2.02773 1.06736
H 0.05931 3.63187 1.79395
H -0.76227 1.05358 3.29365
H -1.88474 2.32702 2.80383
H -0.66016 2.64601 4.04073
H 3.06623 2.42438 -0.00389
H 4.22332 3.11560 1.13356
H 1.61070 4.52201 0.28752
H 3.19652 4.88337 -0.39742
H 2.88422 5.21492 1.30607
O 1.64950 0.43975 0.10714
N 0.92191 -0.53414 0.23074
*
```

The expectation value of S² is 1.086. For the highest occupied orbital energy (spin up / spin down), the calculation gives -1.81 / -2.00 eV. For the energy above the lowest of the compared OMol25 structures with the same formula, charge and spin, the calculation gives 0.561 eV. The value obtained for the HOMO-LUMO gap (spin up / spin down) is 0.2187 / 0.2255 hartree.

Here are the Mulliken charges for atoms 1 to 4, given in e: number 1, V, carries -0.2140; number 2, C, carries -1.1146; number 3, C, carries 0.1193; number 4, N, carries 0.2440



No. 5
Molecular formula: C2H5N3O2
Method: DFT, ωB97M-V/def2-TZVPD

The geometry in ORCA input format:
```
! RIJCOSX wB97M-V def2-TZVPD def2/J DEFGRID3
* xyz 0 1
N 0.42691 -1.89455 1.31946
C 0.29478 -0.87804 0.48947
N -0.82699 -0.82121 -0.39747
O -0.58314 0.25637 -1.42455
C -0.30445 1.39478 -0.78642
O 0.90524 1.37891 -0.09177
N 0.74980 0.25960 0.85647
H -0.26477 -2.62918 1.00145
H -0.66724 -1.81019 -0.95124
H -0.96236 1.97850 -0.07969
H -0.16340 2.22002 -1.59976
H 1.39561 0.54499 1.66403
*
```

For the highest occupied orbital energy, the calculation gives -9.00 eV. Its SMILES is N=C1NOCON1. For the energy above the lowest of the compared OMol25 structures with the same formula, charge and spin, the calculation gives 6.878 eV. The value obtained for the HOMO-LUMO gap is 0.3559 hartree.

Here are the Mulliken charges for atoms 1 to 4, given in e: number 1, N, carries -0.7088; number 2, C, carries 0.4283; number 3, N, carries -0.3310; number 4, O, carries -0.2686



Copy entry 1 word for word.
Molecular formula: C16H37NO10
Method: DFT, ωB97M-V/def2-TZVPD

The geometry in ORCA input format:
```
! RIJCOSX wB97M-V def2-TZVPD def2/J DEFGRID3
* xyz 0 1
C -2.19830 -2.39316 6.07788
C -2.41442 -2.00670 4.57992
O -3.01994 -0.69818 4.58993
C -1.08850 -1.83671 3.82905
N -0.46983 -3.14199 3.43991
O 0.09328 -3.73685 4.59673
C 0.66291 -2.77019 2.63020
O 0.57934 -2.71390 1.49130
O 1.82355 -2.44719 3.28165
H -1.14208 -2.51538 6.31972
H -2.60269 -1.58918 6.69713
H -2.77986 -3.28001 6.34803
H -3.07348 -2.71666 4.08481
H -2.32657 -0.12639 4.94473
H -0.34740 -1.27841 4.42797
H -1.24868 -1.26189 2.91139
H -0.58238 -4.32001 4.96376
H 1.88254 -1.48234 3.30013
C -1.14601 0.00919 -0.76594
O -1.48945 1.33630 -0.41431
C -1.95270 2.14886 -1.47541
C -3.33577 2.73304 -1.22886
O -4.41200 1.82394 -1.06318
C -4.41755 0.94890 0.05670
C -4.46158 1.57095 1.44578
O -3.31400 2.34341 1.75814
C -3.56786 3.67783 2.14925
H -0.06114 -0.06762 -0.88491
H -1.44772 -0.65088 0.04999
H -1.64025 -0.32761 -1.67991
H -1.93708 1.60935 -2.42763
H -1.25396 2.98962 -1.56710
H -3.59022 3.30717 -2.12571
H -3.32501 3.46250 -0.41895
H -3.60355 0.22721 -0.02222
H -5.33584 0.36338 -0.04632
H -4.50410 0.75173 2.17261
H -5.37817 2.16029 1.55672
H -4.52206 4.04851 1.76545
H -2.77356 4.30661 1.74023
H -3.54863 3.75958 3.23946
C 5.16701 -2.11142 -4.98655
O 4.98063 -0.73633 -4.71501
C 3.93355 -0.11225 -5.43560
C 2.88176 0.54221 -4.55139
O 2.15530 -0.29219 -3.66387
C 2.83968 -0.95017 -2.60690
C 3.52468 -0.08437 -1.55993
O 4.58718 0.69773 -2.07801
C 4.48998 2.08828 -1.84164
H 5.99127 -2.24078 -5.69446
H 5.43602 -2.61216 -4.05456
H 4.26584 -2.58527 -5.38321
H 3.45483 -0.81275 -6.12737
H 4.39022 0.68086 -6.04014
H 2.12612 0.95175 -5.22973
H 3.28357 1.40499 -4.02039
H 3.52390 -1.69837 -3.00886
H 2.06752 -1.51830 -2.07956
H 3.95671 -0.75619 -0.80989
H 2.78068 0.54210 -1.05526
H 3.45764 2.41081 -1.68054
H 4.87140 2.60811 -2.72341
H 5.10523 2.36662 -0.98180
*
```

For the highest occupied orbital energy, the calculation gives -8.98 eV. Its SMILES is C[C@@H](O)CN(O)C(=O)O.COCCOCCOC.COCCOCCOC. The value obtained for the HOMO-LUMO gap is 0.3460 hartree.

Here are the Mulliken charges for atoms 1 to 4, given in e: number 1, C, carries -1.3013; number 2, C, carries 0.1561; number 3, O, carries -0.5028; number 4, C, carries -0.8223